# 1
{"formula": "C3H4N2", "method": "wB97M-V/def2-TZVPD", "elements": ["C", "C", "C", "N", "N", "H", "H", "H", "H"], "xyz": [[-0.5864, 1.3929, 0.5430], [-0.4385, -0.1818, 0.5516], [0.6457, 0.1642, -0.5314], [0.3200, 1.6292, -0.3424], [-1.1144, -1.1334, 0.8859], [-1.0945, 2.0244, 1.1972], [1.7190, 0.0460, -0.3433], [0.4372, -0.2291, -1.5455], [-1.0066, -2.1859, 0.6345]], "atomic_forces_ev_per_a": [[1.87, -2.74, -0.30], [1.70, 2.71, -2.60], [0.40, 0.34, -0.34], [-1.21, -0.84, 0.44], [-2.03, -3.59, 1.28], [-0.99, 1.39, 0.63], [-0.28, -0.39, 0.30], [-0.04, 0.29, 0.44], [0.57, 2.84, 0.16]], "lowdin_charge": [-0.0765, -0.3481, -0.1425, 0.0541, 0.1264, 0.0744, 0.0956, 0.1031, 0.1134], "spin_multiplicity": 1, "energy_ev": -6153.2738, "mol_weight_g_mol": 68.08, "orbital_gap_ha": 0.375, "e_homo_ev": -9.56}

***

# 2
{"formula": "C30H59F5N2O5PbSbSi7Te", "method": "wB97M-V/def2-TZVPD", "elements": ["Pb", "C", "C", "N", "C", "C", "N", "C", "O", "O", "C", "O", "O", "H", "H", "H", "H", "H", "F", "C", "C", "F", "C", "F", "C", "O", "C", "F", "C", "F", "C", "Si", "C", "C", "Sb", "Si", "C", "C", "C", "Si", "C", "C", "C", "H", "H", "H", "H", "H", "H", "H", "H", "H", "H", "H", "H", "H", "H", "H", "H", "H", "H", "H", "H", "H", "H", "H", "H", "H", "H", "H", "C", "Si", "C", "C", "Si", "Te", "Si", "C", "C", "C", "Si", "C", "C", "C", "H", "H", "H", "H", "H", "H", "H", "H", "H", "H", "H", "H", "H", "H", "H", "H", "H", "H", "H", "H", "H", "H", "H", "H", "H", "H", "H"], "xyz": [[0.1641, -0.0325, 1.2856], [0.7507, -1.4160, 5.1431], [-0.4417, -1.8141, 4.3505], [-0.8321, -1.2746, 3.2111], [-1.9241, -1.9898, 2.7805], [-2.2093, -2.9675, 3.6877], [-1.2657, -2.8308, 4.6685], [-3.2364, -4.0386, 3.8387], [-4.1052, -4.1787, 2.8626], [-3.2178, -4.7131, 4.8377], [-2.5654, -1.6622, 1.4845], [-3.5254, -2.3266, 1.0915], [-2.0528, -0.6725, 0.8439], [1.1605, -0.4883, 4.7492], [1.5214, -2.1854, 5.0751], [0.4985, -1.2721, 6.1934], [-1.2392, -3.4352, 5.4793], [-3.9296, -3.5388, 2.1141], [-0.6706, -1.3700, -6.1280], [-0.8269, -0.8090, -4.9347], [-0.8099, -1.5898, -3.7900], [-0.6251, -2.9022, -3.8889], [-0.9746, -1.0034, -2.5502], [-0.9385, -1.7739, -1.4711], [-1.1470, 0.3735, -2.4112], [-1.2119, 0.9457, -1.1819], [-1.1723, 1.1286, -3.5745], [-1.3746, 2.4555, -3.4866], [-1.0131, 0.5540, -4.8236], [-1.0494, 1.3196, -5.9116], [-2.8842, 1.6130, 3.1622], [-4.0185, 1.6915, 1.6998], [-4.8918, 3.3396, 1.7232], [-5.2323, 0.2982, 1.5528], [-2.8233, 2.0132, -0.6169], [-4.6540, 1.2969, -2.3174], [-6.1606, 2.1747, -1.6670], [-4.6980, -0.5542, -2.0841], [-4.3573, 1.7730, -4.0809], [-1.6288, 4.3125, -0.5546], [-2.9187, 5.6470, -0.5683], [-0.7030, 4.2318, 1.0587], [-0.3963, 4.5285, -1.9181], [-3.5016, 1.3940, 4.0397], [-2.4024, 2.5757, 3.3377], [-2.1282, 0.8355, 3.0939], [-5.5757, 3.2894, 2.5791], [-5.4981, 3.5511, 0.8415], [-4.2154, 4.1750, 1.9013], [-5.3268, -0.1956, 2.5240], [-4.9440, -0.4679, 0.8365], [-6.2159, 0.6906, 1.2867], [-6.4619, 1.8130, -0.6833], [-6.9841, 1.9692, -2.3572], [-6.0341, 3.2583, -1.6249], [-5.6096, -0.8552, -1.5642], [-3.8538, -0.9558, -1.5180], [-4.7037, -1.0371, -3.0643], [-4.1515, 2.8321, -4.2267], [-5.2927, 1.5361, -4.6000], [-3.5695, 1.1893, -4.5482], [-3.5248, 5.6687, 0.3366], [-3.5863, 5.5685, -1.4283], [-2.3978, 6.6052, -0.6432], [-1.2871, 3.8535, 1.8973], [-0.3724, 5.2437, 1.3134], [0.1889, 3.6104, 0.9525], [-0.8467, 4.7311, -2.8889], [0.2762, 3.6771, -2.0088], [0.2021, 5.3998, -1.6307], [5.3092, -4.4842, 1.1722], [4.8484, -3.6253, -0.4271], [6.4003, -3.1828, -1.3809], [3.7669, -4.7531, -1.4557], [3.6841, -1.6534, 0.0997], [1.4779, -2.5254, 0.9776], [3.4506, -0.3369, -1.8240], [2.1893, 1.0488, -1.6174], [2.9111, -1.3904, -3.2751], [5.0990, 0.4756, -2.1978], [4.7031, -0.4565, 1.8314], [6.5131, -0.1511, 1.4585], [3.8240, 1.1979, 2.0247], [4.5449, -1.4050, 3.4387], [5.7980, -5.4396, 0.9655], [4.4262, -4.6839, 1.7836], [6.0006, -3.8786, 1.7627], [6.9949, -4.0805, -1.5694], [7.0274, -2.4769, -0.8314], [6.1589, -2.7375, -2.3490], [4.2777, -5.7046, -1.6251], [3.5376, -4.3178, -2.4302], [2.8217, -4.9649, -0.9515], [1.1652, 0.6711, -1.5663], [2.2421, 1.7146, -2.4850], [2.3879, 1.6518, -0.7268], [2.0211, -1.9712, -3.0335], [3.6981, -2.0943, -3.5555], [2.6944, -0.7703, -4.1497], [5.3452, 1.2294, -1.4453], [5.0653, 0.9763, -3.1690], [5.9136, -0.2513, -2.2257], [6.6603, 0.3507, 0.4987], [7.0652, -1.0937, 1.4343], [6.9609, 0.4725, 2.2365], [3.9654, 1.8235, 1.1399], [4.2095, 1.7480, 2.8869], [2.7472, 1.0665, 2.1789], [5.1753, -2.2966, 3.4281], [3.5145, -1.7279, 3.5996], [4.8512, -0.7862, 4.2863]], "atomic_forces_ev_per_a": [[-0.08, -0.11, 0.08], [-0.04, -0.03, -0.01], [0.08, 0.04, 0.02], [0.06, 0.04, 0.00], [-0.01, 0.04, -0.08], [-0.05, -0.02, 0.04], [0.02, -0.03, 0.07], [0.03, -0.02, -0.04], [0.02, -0.04, 0.01], [-0.03, 0.01, -0.02], [0.13, -0.02, -0.20], [-0.10, -0.01, -0.03], [-0.08, -0.08, 0.27], [-0.01, 0.00, 0.00], [0.00, 0.00, 0.00], [0.00, 0.00, 0.00], [0.01, 0.02, -0.02], [-0.01, 0.06, 0.09], [-0.01, 0.06, 0.08], [0.02, -0.17, -0.11], [0.04, -0.11, -0.13], [-0.02, 0.14, 0.04], [0.01, 0.02, 0.10], [0.00, -0.04, 0.03], [-0.15, -0.03, 0.03], [0.04, -0.07, 0.06], [0.04, 0.06, -0.06], [0.00, -0.26, -0.10], [0.00, 0.22, -0.03], [-0.01, -0.02, 0.01], [0.06, 0.01, 0.07], [0.16, -0.08, -0.12], [-0.10, 0.03, 0.07], [-0.09, -0.04, 0.01], [-0.08, 0.21, -0.14], [-0.02, -0.21, 0.03], [-0.07, 0.02, 0.05], [-0.02, -0.06, -0.03], [-0.04, 0.09, -0.04], [0.18, 0.05, 0.08], [-0.16, 0.02, -0.04], [0.05, 0.07, 0.10], [0.02, 0.10, -0.07], [-0.01, 0.01, -0.01], [0.04, -0.04, 0.00], [0.01, -0.01, 0.01], [-0.01, 0.07, -0.04], [0.01, 0.00, -0.01], [0.03, 0.01, 0.00], [-0.01, -0.01, -0.02], [0.02, -0.03, 0.00], [0.01, -0.02, 0.01], [0.01, 0.03, -0.01], [-0.01, 0.01, 0.02], [-0.01, -0.01, -0.01], [0.01, 0.00, 0.03], [-0.02, 0.01, 0.02], [0.02, -0.01, 0.01], [0.01, 0.03, 0.00], [0.03, 0.03, -0.03], [0.03, -0.02, -0.03], [-0.01, 0.00, 0.00], [0.01, 0.02, 0.00], [-0.02, 0.02, 0.01], [-0.03, 0.02, -0.01], [0.03, -0.03, 0.02], [-0.01, -0.03, 0.02], [0.03, -0.01, 0.04], [0.02, -0.03, 0.01], [0.01, 0.00, -0.03], [0.02, 0.00, 0.05], [0.01, -0.02, 0.03], [0.03, 0.03, -0.03], [-0.04, -0.01, -0.02], [0.01, 0.00, -0.06], [-0.03, 0.11, -0.11], [-0.04, 0.03, -0.02], [-0.05, 0.04, 0.06], [0.07, -0.02, -0.05], [0.07, -0.01, 0.02], [-0.03, -0.01, 0.04], [0.05, 0.02, -0.04], [-0.03, 0.05, -0.01], [0.02, -0.03, 0.04], [-0.01, 0.00, 0.00], [0.01, 0.00, 0.01], [-0.01, -0.01, 0.00], [0.00, 0.01, 0.00], [0.00, -0.01, -0.01], [0.01, -0.01, 0.01], [0.00, 0.01, 0.00], [-0.01, 0.00, 0.01], [0.01, -0.01, -0.02], [0.10, 0.00, 0.06], [0.00, -0.01, -0.01], [-0.02, 0.00, 0.00], [-0.08, -0.07, 0.02], [-0.02, 0.00, -0.01], [0.00, 0.00, 0.01], [0.01, -0.02, -0.01], [-0.01, 0.00, 0.00], [0.00, 0.03, 0.01], [0.00, -0.03, 0.05], [0.00, 0.02, -0.02], [0.01, 0.00, -0.01], [-0.03, 0.01, 0.01], [0.01, -0.01, 0.00], [0.06, 0.03, 0.00], [-0.03, 0.00, 0.02], [0.00, -0.01, 0.00], [0.01, 0.00, -0.01]], "lowdin_charge": [0.9460, 0.0167, -0.3467, -0.0162, -0.1600, -0.0540, 0.2025, -0.4761, 0.1504, 0.1227, -0.5791, 0.0536, -0.3069, 0.0819, 0.0882, 0.0926, 0.1836, 0.0746, 0.1500, -0.1305, -0.1371, 0.1477, -0.1565, 0.0842, -0.2915, -0.4536, -0.1749, 0.0642, -0.1498, 0.1404, -0.1876, 0.4095, -0.2119, -0.1828, 1.3343, 0.4184, -0.2114, -0.1853, -0.1862, 0.3887, -0.2049, -0.2076, -0.1992, 0.0567, 0.0288, -0.0175, 0.0555, 0.0237, 0.0228, 0.0559, 0.0088, 0.0376, 0.0149, 0.0504, 0.0357, 0.0457, 0.0186, 0.0476, 0.0467, 0.0549, 0.0205, 0.0191, 0.0368, 0.0477, 0.0066, 0.0503, 0.0271, 0.0392, 0.0242, 0.0533, -0.2152, 0.3069, -0.2110, -0.2154, 0.0629, 0.4468, 0.3321, -0.2180, -0.2015, -0.2068, 0.3131, -0.2058, -0.2224, -0.2142, 0.0370, 0.0288, 0.0191, 0.0378, 0.0226, 0.0206, 0.0379, 0.0195, 0.0127, -0.0181, 0.0443, 0.0157, 0.0199, 0.0266, 0.0376, 0.0244, 0.0380, 0.0206, 0.0197, 0.0262, 0.0367, 0.0218, 0.0376, -0.0393, 0.0233, -0.0127, 0.0378], "spin_multiplicity": 1, "charge": 1, "energy_ev": -133097.2715, "mol_weight_g_mol": 1275.96, "orbital_gap_ha": 0.240, "e_homo_ev": -9.79}

***

# 3
{"formula": "C5H9P", "method": "wB97M-V/def2-TZVPD", "elements": ["C", "C", "C", "C", "C", "P", "H", "H", "H", "H", "H", "H", "H", "H", "H"], "xyz": [[-0.8752, -1.7167, 0.0782], [1.4138, -0.9186, 0.1573], [-0.0691, -0.7284, -0.2663], [-0.8124, 1.5580, 0.3523], [-0.3004, 0.5747, -0.7464], [2.6698, 0.1304, -0.2214], [-1.8846, -1.7586, -0.2837], [-0.5745, -2.6663, 0.4059], [1.5700, -1.8245, 0.7334], [-1.1550, 2.4311, -0.0895], [-1.5746, 1.1042, 0.8688], [0.0464, 1.7785, 1.0869], [0.6092, 1.1548, -1.0546], [-1.0957, 0.7026, -1.4575], [3.2996, -0.7879, 0.5202]], "atomic_forces_ev_per_a": [[-1.35, 0.27, -1.65], [-2.51, 0.45, -0.97], [4.06, -2.09, 2.25], [3.69, -1.02, 1.03], [-0.93, 4.45, -0.36], [-1.17, 0.07, -0.26], [-0.68, 0.44, 0.14], [0.92, -0.89, 0.81], [0.10, 0.05, -0.02], [-0.48, 1.78, -0.77], [-1.92, -0.95, 1.41], [-1.36, -0.17, -0.98], [-0.64, -1.17, -0.55], [-0.05, -0.52, -1.00], [2.33, -0.70, 0.92]], "lowdin_charge": [0.0551, -0.4549, -0.4125, -0.0786, -0.2889, 0.8592, 0.0637, 0.0465, 0.0395, 0.0443, 0.0381, 0.1034, 0.0575, 0.1102, -0.1826], "spin_multiplicity": 1, "energy_ev": -14616.7686, "mol_weight_g_mol": 100.10, "orbital_gap_ha": 0.323, "e_homo_ev": -8.77, "smiles": "[H]/P=C/C(=C)CC"}